[1]
C6H38N12O13 | wB97M-V/def2-TZVPD

Computed properties:
Gap between HOMO and LUMO: 9.193 eV
Highest occupied orbital energy: -9.24 eV
Molar mass: 486.44 g/mol

Each line ends with the Löwdin charge.
Cartesian coordinates (Å):
O 6.0603 -2.5522 3.5103  -0.05
H 6.3385 -3.2172 4.1401  0.03
H 5.7178 -3.0518 2.7692  0.03
O -2.5871 -4.5052 1.5987  -0.05
H -2.9388 -3.6171 1.5374  0.03
H -2.3491 -4.6060 2.5203  0.02
O -6.9243 -1.1447 -1.8093  -0.05
H -7.5568 -0.4445 -1.6480  0.03
H -6.0754 -0.7028 -1.8228  0.03
O 0.7292 -4.3802 -4.6579  -0.06
H 0.8861 -4.1652 -5.5774  0.03
H -0.0340 -4.9576 -4.6733  0.03
O 4.4779 0.9760 2.3887  -0.06
H 5.0683 1.0388 1.6379  0.03
H 4.8709 0.3058 2.9477  0.02
O 0.9457 6.3878 0.9671  -0.05
H 0.9336 6.4183 0.0105  0.03
H 0.0224 6.4007 1.2194  0.03
O 1.4783 4.1434 4.2147  -0.06
H 1.3402 4.6512 3.4152  0.01
H 2.4194 3.9688 4.2286  0.03
C -0.3787 0.1449 -0.5604  -0.81
O -1.2358 0.2295 -1.3985  0.04
N 0.4067 -0.8729 -0.4217  0.17
N -0.0751 1.1485 0.2381  0.15
H 0.3702 -1.3674 -1.3016  0.12
H 1.2585 -0.9234 0.1187  0.12
H 0.8580 1.3225 0.5834  0.10
H -0.5498 2.0398 0.2244  0.11
C 0.7907 -2.8126 5.5202  -0.82
O 1.6780 -3.2132 6.2550  0.04
N 0.9444 -1.9141 4.6496  0.17
N -0.3885 -3.3535 5.3656  0.15
H 0.2742 -1.6344 3.9477  0.12
H 1.7883 -1.3680 4.7481  0.13
H -0.6134 -4.1456 5.9505  0.12
H -1.1040 -2.7274 5.0246  0.11
C 2.7475 1.8660 -5.5545  -0.78
O 1.8065 2.3077 -6.1582  0.04
N 2.8235 0.5790 -5.2475  0.15
N 3.8422 2.5747 -5.3041  0.15
H 2.0771 -0.0172 -5.5754  0.12
H 3.7373 0.2423 -4.9798  0.10
H 4.6448 2.1988 -4.8197  0.10
H 3.9052 3.5066 -5.6883  0.12
C -4.7505 4.4173 2.8787  -0.80
O -4.0646 4.9390 2.0229  0.02
N -4.1435 4.1346 4.0013  0.15
N -5.9403 3.9143 2.8096  0.18
H -3.1590 4.2262 4.2072  0.12
H -4.6588 3.4984 4.5928  0.10
H -6.2000 3.5599 3.7190  0.11
H -6.4903 4.0170 1.9687  0.13
C 4.4932 -6.7052 -0.2461  -0.83
O 4.4807 -5.5954 0.2830  0.02
N 4.2113 -6.9150 -1.5384  0.15
N 4.8454 -7.7618 0.2556  0.18
H 4.1048 -7.8948 -1.7593  0.10
H 3.8407 -6.1588 -2.0960  0.12
H 4.4899 -8.5758 -0.2252  0.13
H 5.0492 -7.6365 1.2369  0.15
C -4.8101 4.5072 -4.7336  -0.78
O -5.0317 5.0494 -5.8211  0.01
N -4.2303 3.3828 -4.7077  0.16
N -5.3947 4.8521 -3.5902  0.15
H -4.0431 2.9619 -5.6065  0.13
H -3.6718 3.0954 -3.9168  0.12
H -6.1089 5.5652 -3.5513  0.11
H -5.2491 4.3661 -2.7169  0.10

---

[2]
C30H37F12NO4ReSi2Te | wB97M-V/def2-TZVPD

Computed properties:
Gap between HOMO and LUMO (spin up / spin down): 5.838 / 5.835 eV
Highest occupied orbital energy (spin up / spin down): -16.05 / -16.06 eV
Total charge: +3
Molar mass: 1073.58 g/mol

Each line ends with the Löwdin charge.
Cartesian coordinates (Å):
Re 1.9807 -0.8693 -0.1841  1.78
C -3.8170 -2.1694 -4.0119  -0.01
C -2.6873 -2.1006 -3.0309  -0.21
C -2.8654 -2.3672 -1.6782  0.02
C -1.7871 -2.3824 -0.8111  -0.02
C -0.4951 -2.0965 -1.2601  -0.22
N 0.5918 -2.2293 -0.3193  -0.03
C 0.4511 -3.3660 0.5338  -0.17
C -0.2695 -4.4625 0.0257  0.02
C -0.5412 -5.5753 0.7932  0.03
C -0.1321 -5.6368 2.1202  -0.19
C -0.4741 -6.7963 2.9986  0.00
C 0.6920 -4.6068 2.5890  0.06
C 1.0377 -3.5164 1.8158  -0.06
C 2.1401 -2.6179 2.3252  -0.22
O 2.2546 -1.5253 1.4498  -0.23
C 3.5236 -3.3461 2.2251  -0.57
F 3.5359 -4.4453 2.9595  0.22
F 4.4970 -2.5365 2.6168  0.21
F 3.7228 -3.6705 0.9449  0.19
C 1.8925 -1.9938 3.7273  -0.56
F 2.6977 -0.9570 3.9242  0.20
F 2.0839 -2.8882 4.6844  0.21
F 0.6300 -1.5513 3.7856  0.17
C -0.3314 -1.6671 -2.5877  -0.08
C -1.4089 -1.7292 -3.4537  0.06
C 1.0013 -1.1528 -3.0727  -0.23
O 1.6712 -0.6289 -1.9543  -0.27
C 0.8903 0.0607 -4.0543  -0.56
F 1.9982 0.7927 -4.0077  0.19
F 0.6858 -0.3338 -5.2989  0.22
F -0.1297 0.8594 -3.6794  0.13
C 1.8760 -2.2917 -3.6695  -0.57
F 3.0191 -1.8118 -4.1350  0.22
F 2.1421 -3.1716 -2.6965  0.18
F 1.2150 -2.9082 -4.6362  0.22
H -4.7342 -2.5163 -3.5432  0.09
H -4.0018 -1.1887 -4.4530  0.10
H -3.5683 -2.8474 -4.8290  0.10
H -3.8519 -2.5942 -1.2964  0.13
H -1.9510 -2.6136 0.2315  0.12
H -0.5819 -4.4594 -1.0078  0.14
H -1.0820 -6.4023 0.3527  0.14
H -1.3873 -7.2874 2.6704  0.10
H 0.3311 -7.5345 2.9603  0.11
H -0.5831 -6.4871 4.0366  0.10
H 1.1110 -4.7059 3.5812  0.14
H -1.2675 -1.4709 -4.4955  0.14
C 4.3553 2.7039 -0.1115  0.05
C 3.0713 1.9451 -0.0595  -0.58
O 3.2115 0.6274 -0.0787  -0.21
O 1.9732 2.4863 -0.0215  -0.11
H 5.1873 2.1020 0.2422  0.10
H 4.2673 3.6208 0.4659  0.10
H 4.5458 2.9639 -1.1558  0.11
C -2.2956 -0.6392 2.6439  -0.16
Si -2.4942 1.1824 2.3121  0.43
C -2.8996 2.1568 3.8256  -0.16
C -3.7463 1.4394 0.9587  -0.19
C -0.7556 1.8141 1.7118  -0.49
Te -0.5356 1.8049 -0.3625  1.63
C -1.1682 3.5463 -0.7942  -0.39
Si 0.6403 6.8949 -1.0576  0.87
C -0.8437 7.8255 -1.5158  -0.15
C 1.0477 6.5600 0.6804  -0.15
C 1.7728 6.2697 -2.3305  -0.15
H -3.2630 -1.1395 2.5770  0.05
H -1.9042 -0.8179 3.6449  0.04
H -1.6144 -1.1207 1.9369  0.00
H -3.8047 1.7630 4.2916  0.06
H -3.0841 3.2070 3.5941  0.04
H -2.1026 2.1040 4.5689  0.05
H -4.7034 1.0471 1.3092  0.05
H -3.5134 0.9114 0.0289  0.01
H -3.8994 2.4915 0.7113  0.04
H 0.0269 1.1612 2.1031  0.01
H -0.5597 2.8356 2.0388  0.03
H -1.4449 4.2498 -0.0202  0.00
H -1.3499 3.7872 -1.8328  -0.01
H -1.5953 7.8262 -0.7266  0.06
H -1.2699 7.4602 -2.4522  0.06
H -0.5526 8.8701 -1.6935  0.08
H 0.2419 6.8252 1.3630  0.06
H 1.9344 7.1406 0.9602  0.07
H 1.3148 5.5044 0.7906  0.04
H 1.4401 6.4973 -3.3418  0.06
H 1.8771 5.1866 -2.2086  0.05
H 2.7678 6.7021 -2.1815  0.07

---

[3]
C30H37As2N4O3Pd | wB97M-V/def2-TZVPD

Computed properties:
Gap between HOMO and LUMO (spin up / spin down): 6.163 / 6.163 eV
Highest occupied orbital energy (spin up / spin down): -16.98 / -16.98 eV
Total charge: +3
Molar mass: 757.92 g/mol

Each line ends with the Löwdin charge.
Cartesian coordinates (Å):
Pd -0.1691 -0.3655 -0.2419  0.86
N -1.4123 0.7367 -1.4375  -0.04
C -2.0589 1.8143 -0.6204  -0.15
C -1.0060 2.4327 0.3001  -0.14
N -0.2662 1.3812 1.0417  -0.13
C -0.8389 0.9658 2.3492  -0.15
C -2.0242 0.0374 2.1728  -0.17
N -1.6538 -1.0663 1.2491  0.00
H -2.1099 0.1801 -1.9313  0.08
H -0.8491 1.1822 -2.1673  0.04
H -2.4821 2.5648 -1.2885  0.14
H -2.8796 1.3751 -0.0620  0.11
H -0.2817 2.9830 -0.3015  0.13
H -1.4711 3.1418 0.9873  0.15
H 0.6919 1.6726 1.2159  0.12
H -0.0411 0.4561 2.8916  0.13
H -1.1275 1.8435 2.9308  0.15
H -2.3299 -0.3621 3.1406  0.15
H -2.8866 0.5584 1.7654  0.11
H -1.0872 -1.7524 1.7500  0.10
H -2.4767 -1.5687 0.9258  0.09
C 1.0386 -2.5872 -2.7271  -0.36
C 2.2164 -1.7130 -2.3612  -0.35
As 1.6926 0.1225 -1.9302  1.37
C 3.3471 1.1430 -1.8032  -0.34
C 4.1036 1.4910 -0.6911  -0.08
C 5.3488 2.0747 -0.8749  -0.03
C 5.8504 2.2950 -2.1491  -0.02
C 5.0944 1.9417 -3.2597  -0.03
C 3.8420 1.3778 -3.0982  -0.11
C 0.8555 1.0297 -3.4077  -0.44
C 0.2914 0.4283 -4.5322  -0.08
C -0.2856 1.2128 -5.5212  -0.03
C -0.3195 2.5957 -5.3888  -0.02
C 0.2419 3.2032 -4.2698  -0.03
C 0.8313 2.4261 -3.2859  -0.13
As -0.4145 -2.4683 -1.4350  1.33
C -2.0626 -2.5787 -2.4069  -0.39
C -3.2388 -1.9573 -1.9966  -0.15
C -4.4102 -2.1480 -2.7130  -0.04
C -4.4071 -2.9634 -3.8380  -0.02
C -3.2372 -3.5980 -4.2387  -0.02
C -2.0623 -3.4112 -3.5257  -0.08
C -0.3676 -3.9333 -0.2325  -0.38
C 0.8492 -4.4385 0.2226  -0.10
C 0.8501 -5.5321 1.0695  -0.02
C -0.3545 -6.1009 1.4726  -0.01
C -1.5666 -5.5883 1.0238  -0.04
C -1.5801 -4.5008 0.1655  -0.10
H 1.3221 -3.6393 -2.7961  0.11
H 0.5912 -2.3049 -3.6785  0.05
H 2.9325 -1.6055 -3.1798  0.11
H 2.7706 -2.0780 -1.4938  0.08
H 3.7533 1.3263 0.3082  0.08
H 5.9293 2.3532 -0.0059  0.13
H 6.8237 2.7487 -2.2793  0.13
H 5.4715 2.1132 -4.2588  0.13
H 3.2689 1.1375 -3.9854  0.11
H 0.3243 -0.6434 -4.6819  0.09
H -0.6958 0.7432 -6.4047  0.13
H -0.7639 3.2015 -6.1671  0.13
H 0.2439 4.2815 -4.1793  0.13
H 1.3212 2.9097 -2.4453  0.11
H -3.2742 -1.3534 -1.0933  0.08
H -5.3269 -1.6740 -2.3887  0.13
H -5.3213 -3.1154 -4.3957  0.13
H -3.2389 -4.2477 -5.1034  0.13
H -1.1669 -3.9341 -3.8424  0.11
H 1.7919 -3.9908 -0.0673  0.10
H 1.7876 -5.9417 1.4195  0.13
H -0.3469 -6.9559 2.1353  0.13
H -2.4973 -6.0491 1.3254  0.13
H -2.5237 -4.1378 -0.2283  0.10
O 2.3870 0.0734 1.1895  -0.01
N 2.2167 -1.1408 1.1605  -0.50
O 3.0493 -1.9843 1.2553  0.17
O 0.9431 -1.5340 0.9811  -0.24

---

[4]
C17H33BN6Si2W | wB97M-V/def2-TZVPD

Computed properties:
Spin multiplicity: 3
Gap between HOMO and LUMO (spin up / spin down): 6.880 / 7.470 eV
Highest occupied orbital energy (spin up / spin down): -15.28 / -15.51 eV
Total charge: +2
Molar mass: 572.32 g/mol

Each line ends with the Löwdin charge.
Cartesian coordinates (Å):
H -1.4691 -2.1742 3.1984  0.11
N -1.2511 -2.1281 1.0869  -0.16
B -0.8894 -2.7605 -1.4139  -0.46
N -1.1005 -3.1085 0.0939  0.01
C -1.0912 -4.3010 0.7008  0.01
W -1.2421 -0.2276 0.4791  1.66
H -0.9903 -5.1976 0.1102  0.15
C -1.2250 -4.1251 2.0785  0.02
H -1.2277 -4.8903 2.8311  0.12
C -1.3457 -2.7556 2.2990  -0.05
H -0.9024 -3.7596 -2.0946  0.14
C 1.8583 3.3935 -1.4871  -0.03
H 1.3696 4.3719 -1.3916  0.03
H 1.0942 2.6090 -1.5709  0.00
H 2.4678 3.3913 -2.3999  0.04
N 0.5025 -2.0533 -1.5473  -0.04
N -1.9810 -1.7468 -1.8811  0.00
N 0.7239 -0.9193 -0.8118  -0.05
N -2.1730 -0.4880 -1.2901  -0.16
C 1.6101 -2.3430 -2.2646  -0.02
C -2.8247 -1.8453 -2.9166  0.01
H 1.6127 -3.2068 -2.9146  0.14
H -2.8381 -2.7433 -3.5123  0.15
C 2.5684 -1.3789 -1.9758  -0.01
C -3.5743 -0.6737 -3.0187  0.01
C 1.9770 -0.4970 -1.0531  -0.09
C -3.1626 0.1564 -1.9787  -0.05
H 3.5642 -1.3128 -2.3746  0.11
H -4.3192 -0.4403 -3.7539  0.12
H 2.3684 0.3882 -0.5589  0.10
H -3.4662 1.1457 -1.6901  0.09
H 2.4686 3.2145 -0.6592  -0.02
C -0.6678 4.4252 1.5574  -0.16
Si -1.8803 3.0029 1.3868  0.41
C -3.2920 3.2476 2.5848  -0.16
C -2.5380 3.1703 -0.3519  -0.18
C -1.1484 1.3100 1.8323  -0.51
Si 0.3555 1.3572 3.0000  0.41
C -0.1670 2.3530 4.5037  -0.15
C 0.8510 -0.3327 3.6261  -0.18
C 1.8774 2.1227 2.2341  -0.15
H -1.2117 5.3218 1.2231  0.06
H 0.2102 4.3165 0.9089  0.02
H -0.3299 4.6101 2.5833  0.04
H -3.7132 4.2499 2.4344  0.06
H -4.0808 2.5076 2.3983  0.04
H -2.9682 3.1561 3.6286  0.04
H -1.8693 2.7508 -1.1149  0.03
H -3.5188 2.6863 -0.4413  0.03
H -2.6712 4.2403 -0.5760  0.07
H -1.9650 0.7463 2.3822  0.05
H -1.1203 1.9856 4.9054  0.05
H 0.6038 2.2028 5.2718  0.06
H -0.2594 3.4298 4.3233  0.03
H 1.2863 -0.9671 2.8438  0.03
H 1.6128 -0.1888 4.4086  0.06
H 0.0064 -0.8718 4.0738  0.02
H 2.3199 1.4698 1.4703  0.02
H 1.7069 3.1096 1.7914  0.02
H 2.6169 2.2445 3.0404  0.06

---

[5]
C12H40O8 | wB97M-V/def2-TZVPD

Computed properties:
Gap between HOMO and LUMO: 9.144 eV
Highest occupied orbital energy: -8.80 eV
Molar mass: 312.44 g/mol

Each line ends with the Löwdin charge.
Cartesian coordinates (Å):
O -2.1194 -0.7331 -1.9744  -0.10
H -1.2387 -1.1076 -1.9524  0.01
H -2.2889 -0.4652 -1.0713  -0.01
O -0.7684 -0.9673 -0.3325  -0.16
H -0.6494 -0.5257 0.5084  -0.08
H 0.1094 -1.2617 -0.5753  -0.17
O 1.0859 -1.6098 -1.1488  -0.07
H 1.4816 -1.0524 -1.8188  -0.03
H 0.7765 -2.3784 -1.6281  0.01
O -0.4032 -2.9583 -2.3037  0.02
H 0.0370 -3.8082 -2.3179  0.09
H -0.9558 -2.9873 -1.5227  0.08
C -2.8984 -0.3758 1.4059  0.00
C -1.6039 0.4263 1.6500  -0.45
C -1.4789 1.1789 2.9577  -0.01
O -0.4828 -0.4057 1.8086  -0.12
H -3.7368 0.3206 1.3908  0.08
H -2.9089 -1.0468 2.2649  0.10
H -3.0448 -0.9267 0.4769  0.09
H -1.5557 1.1441 0.8311  0.07
H -0.9654 2.1115 2.7237  0.09
H -0.8957 0.7435 3.7691  0.09
H -2.4730 1.4758 3.2917  0.09
H -0.5711 -0.9722 2.5786  0.13
C 1.3037 1.0690 -1.0119  -0.01
C 2.4018 0.9115 -2.0771  -0.50
C 3.7927 1.1874 -1.6263  -0.04
O 2.3618 -0.3304 -2.5255  0.02
H 1.4394 1.8720 -0.2874  0.11
H 1.2372 0.2404 -0.3069  0.04
H 0.3306 1.1620 -1.4941  0.05
H 2.2149 1.6870 -2.8199  0.14
H 4.4065 0.9291 -2.4891  0.08
H 4.1557 0.5938 -0.7873  0.09
H 4.0864 2.2153 -1.4134  0.09
H 3.1736 -0.4808 -3.0154  0.14
C -3.5701 3.0117 -1.9124  -0.06
C -3.1764 1.6880 -1.3023  -0.47
C -1.7385 1.5764 -0.9962  -0.13
O -3.7884 1.6476 -0.0455  -0.05
H -3.0730 3.0860 -2.8796  0.08
H -3.2044 3.9214 -1.4362  0.07
H -4.6323 3.2461 -1.9815  0.08
H -3.4091 0.9571 -2.0767  0.14
H -1.1114 1.4674 -1.8810  0.09
H -1.5543 0.7444 -0.3165  0.02
H -1.3230 2.4627 -0.5166  0.12
H -3.0880 1.9060 0.5581  0.07
C 3.4358 -2.4909 2.4374  -0.07
C 2.4258 -1.4139 2.3665  -0.50
C 1.6326 -1.2356 1.1543  -0.06
O 1.6536 -1.5426 3.5415  -0.04
H 3.1127 -3.5319 2.4377  0.09
H 4.1905 -2.4582 3.2231  0.08
H 4.0178 -2.4198 1.5185  0.08
H 3.0072 -0.5032 2.5099  0.14
H 0.8894 -0.4390 1.1182  0.06
H 1.3303 -2.1211 0.5951  0.12
H 2.3257 -0.7218 0.4883  0.09
H 2.2918 -1.7117 4.2385  0.08

---

[6]
C10H8IO7P2Tc | wB97M-V/def2-TZVPD

Computed properties:
Spin multiplicity: 2
Gap between HOMO and LUMO (spin up / spin down): 6.911 / 7.237 eV
Highest occupied orbital energy (spin up / spin down): -12.25 / -12.29 eV
Total charge: +1
Molar mass: 527.02 g/mol

Each line ends with the Löwdin charge.
Cartesian coordinates (Å):
Tc 0.8374 1.8916 0.1233  1.29
O 0.8522 -1.5264 2.1221  0.00
P 0.9633 -0.0353 1.7469  0.25
O 2.0490 0.3366 0.7102  -0.39
O -0.3157 0.4938 1.0802  -0.32
O 1.2309 0.7653 3.0798  -0.21
P 1.5678 2.3801 3.1201  0.31
O 0.4811 2.8763 4.1309  -0.05
O 2.9580 2.6668 3.4047  -0.19
O 1.0395 2.8871 1.6972  -0.41
H 1.5123 -1.9261 2.7053  0.13
H 0.8519 3.3612 4.8815  0.12
I 2.1303 1.9527 -2.2028  1.28
C 0.4720 2.7343 -3.2034  -0.60
C 0.5411 3.1980 -4.4822  -0.10
C -0.6267 3.7405 -5.0558  -0.04
C -1.7826 3.8055 -4.3294  0.00
C -1.8405 3.3200 -3.0014  -0.15
C -3.0319 3.3878 -2.2337  0.02
C -3.0800 2.9113 -0.9556  -0.03
C -1.9411 2.3080 -0.3853  -0.06
C -0.7389 2.2557 -1.0698  -0.28
C -0.6860 2.7577 -2.4138  -0.26
H 1.4608 3.1610 -5.0500  0.11
H -0.5916 4.1118 -6.0702  0.12
H -2.6763 4.2332 -4.7653  0.13
H -3.9135 3.8222 -2.6890  0.13
H -3.9951 2.9676 -0.3830  0.12
H -2.0191 1.8862 0.6071  0.10

---

> The highest molar mass belongs to which entry?

C30H37F12NO4ReSi2Te

---

> molar mass of number 2 (C30H37F12NO4ReSi2Te)?

1073.58 g/mol